The following is a DFT calculation (ωB97M-V with the def2-TZVPD basis set) of a structure of composition C9H24O2PY in a non-equilibrium geometry.

Geometry as XYZ:
```
37
Properties=species:S:1:pos:R:3:forces:R:3:mulliken_charge:R:1
C 3.80874 -2.52967 -0.37851 -0.086 0.136 0.017 -0.948
C 3.98815 -1.09101 -0.88502 -0.028 0.034 -0.175 -0.434
O 2.80405 -0.35715 -0.67058 0.059 -0.029 0.308 -0.327
C 3.11430 1.00073 -0.31711 0.070 0.097 0.024 -0.670
C 1.89935 1.82338 0.06959 -0.057 -0.096 -0.109 -0.785
C 0.93623 1.23340 1.11003 0.051 0.216 0.117 -0.696
C -0.47811 1.82282 0.96370 0.037 -0.007 0.151 -1.020
C -1.33812 1.18650 -0.12433 -0.352 -0.139 -0.059 -0.710
P -3.20556 1.45344 0.43127 0.845 2.042 1.230 -0.364
C -3.67238 -0.33920 -1.03743 -1.047 -1.985 -1.907 -0.380
O -3.12500 -1.38074 -0.57779 0.123 0.580 0.417 -0.124
C -3.83474 -2.19055 0.41985 -0.205 -0.284 0.072 -0.625
H 3.11324 -2.53029 0.46732 0.078 -0.171 -0.022 0.424
H 3.34782 -3.08284 -1.21494 -0.249 0.849 -0.187 0.065
H 4.77386 -2.97524 -0.09043 -0.091 -0.080 -0.121 0.582
H 4.22414 -1.10385 -1.95551 0.173 0.039 0.118 0.319
H 4.82987 -0.64020 -0.34922 -0.052 -0.058 -0.032 0.344
H 3.59737 1.48830 -1.17294 0.069 -0.041 0.128 0.359
H 3.82828 0.98139 0.51721 -0.057 -0.010 -0.056 0.408
H 1.34616 2.11722 -0.82880 0.056 -0.148 0.002 0.390
H 2.32794 2.74370 0.47999 -0.175 0.062 -0.149 0.357
H 1.27130 1.51427 2.11298 0.122 -0.128 -0.074 0.349
H 0.92275 0.13889 1.08916 -0.105 0.086 -0.163 0.368
H -0.98941 1.72631 1.92935 0.058 -0.064 -0.058 0.631
H -0.38750 2.89335 0.75352 -0.103 -0.031 0.144 0.336
H -1.27710 1.68011 -1.09836 0.126 -0.144 0.028 0.503
H -1.13589 0.11425 -0.18629 -0.075 0.057 -0.115 0.413
H -3.47121 2.29227 -0.72847 -0.146 -0.335 -0.240 0.110
H -4.63065 1.32050 0.66681 -0.021 -0.430 -0.303 0.226
H -2.96456 0.53036 1.54178 0.004 -0.244 -0.143 -0.023
H -3.09074 2.59874 1.24683 0.012 -0.014 0.047 0.254
H -3.21224 0.12846 -1.90761 0.523 0.293 0.519 0.455
H -4.76179 -0.27658 -0.99694 0.110 0.397 0.562 0.458
H -3.50023 -1.86810 1.40386 0.036 0.074 -0.111 0.341
H -3.53741 -3.21826 0.23126 0.015 0.089 -0.049 0.241
H -4.91101 -2.06824 0.29906 0.089 0.061 -0.025 0.374
Y 3.39010 -5.13645 -1.21332 0.196 -0.675 0.215 0.799
```
Forces are in eV/Å.

Values from the calculation:
Net charge: +2
2S+1: 1
HOMO, eV: -12.96
E, eV: -24123.52830
Energy above the lowest of the compared OMol25 structures with the same formula, charge and spin, kcal per mole: 0.0
Molar mass, g mol⁻¹: 284.17


The following is a DFT calculation (ωB97M-V with the def2-TZVPD basis set) of a structure of composition C14H23BHfN6 in a non-equilibrium geometry.

Geometry as XYZ:
```
45
Properties=species:S:1:pos:R:3:forces:R:3:mulliken_charge:R:1
H -2.94693 -1.57206 -0.77317 0.169 -0.455 -0.191 0.559
N -1.73813 0.19482 -0.81321 -0.498 0.245 0.999 -0.533
B -1.09347 2.67319 -0.65601 0.268 -1.160 -0.510 0.154
N -2.11764 1.53255 -0.76455 0.251 -0.332 -0.254 0.237
C -3.43259 1.64752 -0.91435 0.345 -0.414 0.077 0.023
Hf 0.41173 -0.33613 -0.60058 -1.658 -0.222 2.492 1.390
H -3.88235 2.62254 -0.97029 -0.117 0.068 0.097 0.472
C -3.98459 0.38380 -0.98742 0.764 -0.792 0.116 -1.124
H -5.01434 0.15806 -1.13443 -0.412 -0.245 0.079 0.447
C -2.91023 -0.50989 -0.85729 -0.301 1.599 -0.352 -0.060
H -1.61461 3.74634 -0.64061 0.211 -0.122 -0.112 -0.013
C 2.90961 -1.99188 -0.92603 0.267 0.447 -0.186 -0.629
H 3.19768 -3.07161 -0.93847 -0.778 0.798 -0.012 0.323
H 3.13815 -1.59201 0.08383 -0.244 -0.142 -0.523 0.333
H 3.52998 -1.47162 -1.68227 -0.462 -0.190 0.392 0.357
N -0.16843 2.40147 -1.87238 0.624 -0.255 -0.549 0.158
N -0.20269 2.44086 0.57027 0.736 -0.025 0.206 0.046
N 0.51173 1.19786 -2.05942 -0.176 1.324 -1.222 -0.420
N 0.50609 1.26332 0.79097 -0.810 0.216 0.989 -0.165
C 0.09645 3.22562 -2.87545 0.341 -0.455 -0.097 0.028
C 0.09570 3.32359 1.52057 0.058 -0.759 -0.423 0.057
H -0.35562 4.21939 -2.87503 0.295 -0.389 -0.185 0.477
H -0.28612 4.32530 1.45943 -0.148 0.130 0.128 0.491
C 0.96682 2.58397 -3.76088 0.393 -0.929 0.068 -1.118
C 0.93325 2.72045 2.43994 0.475 -0.730 0.487 -1.272
C 1.21231 1.30349 -3.22573 -1.146 2.092 0.246 0.026
C 1.11316 1.40927 2.01257 -0.188 1.176 -0.636 -0.012
H 1.36453 2.99885 -4.66305 0.125 0.025 -0.232 0.435
H 1.37665 3.18917 3.29548 -0.049 -0.042 0.279 0.443
H 1.80749 0.47337 -3.55757 0.169 0.004 -0.312 0.470
H 1.60307 0.57877 2.49314 0.282 0.087 -0.069 0.621
H 1.79392 -1.88303 -1.19136 1.390 -0.868 -0.006 0.039
C 0.09907 -1.97943 2.91997 0.037 0.134 0.065 -1.466
C 0.59734 -2.69593 1.67055 0.456 -0.458 0.201 1.390
C 0.57545 -4.21955 1.87395 -0.039 -0.180 -0.044 -1.667
C -0.17029 -2.28560 0.40392 -0.300 0.902 -0.865 -1.427
H -0.94554 -2.23599 3.13841 0.210 0.070 -0.051 0.380
H 0.16568 -0.89406 2.77884 -0.238 -0.120 0.189 0.201
H 0.71033 -2.23920 3.79757 -0.230 0.038 -0.292 0.409
H 1.65761 -2.42880 1.54657 0.071 0.041 0.052 -0.198
H -0.44613 -4.57087 2.05189 0.059 0.103 -0.010 0.354
H 0.94629 -4.75329 0.99270 -0.015 0.116 0.070 0.411
H 1.18680 -4.53756 2.72843 -0.123 0.219 -0.151 0.410
H 0.05534 -2.99434 -0.40859 -0.183 -0.391 0.054 0.602
H -1.25252 -2.35069 0.57913 0.119 -0.160 -0.004 0.363
```
Forces are in eV/Å.

Values from the calculation:
Net charge: +2
2S+1: 1
HOMO, eV: -15.44
E, eV: -25800.54757
Molar mass, g mol⁻¹: 464.68


The following is a DFT calculation (ωB97M-V with the def2-TZVPD basis set) of a cluster of 2 separate species, C10H16O in total in a non-equilibrium geometry.

Geometry as XYZ:
```
27
Properties=species:S:1:pos:R:3:forces:R:3:mulliken_charge:R:1
C -0.12401 2.59725 1.09756 -1.531 1.224 -0.439 -1.416
C 0.58810 1.34570 1.52052 -2.074 0.228 0.441 0.792
C -0.16180 0.51762 2.45300 2.351 1.008 -1.677 -0.923
C 0.40982 -0.66564 2.80941 -0.223 -0.134 0.236 -0.492
C 1.48663 -1.18333 2.03004 -1.764 -0.723 0.463 0.664
O 1.63823 -2.55314 1.94150 0.650 0.378 0.620 -0.510
C 2.18192 -0.40097 1.17388 0.607 1.347 0.339 -0.347
C 1.80645 0.97552 1.04045 0.261 -1.636 -0.286 -0.628
H -0.24441 2.94168 0.05941 1.473 -0.650 -0.327 0.320
H 0.15899 3.51280 1.62924 -0.089 -0.258 0.240 0.315
H -1.21605 2.45035 1.17754 0.284 -0.005 1.052 0.361
H -1.10323 0.87795 2.82175 -0.095 0.061 0.394 0.426
H -0.01323 -1.12727 3.69996 0.087 -0.792 -0.465 0.315
H 1.25769 -2.92921 2.73966 -0.068 -0.264 0.014 0.290
H 3.04122 -0.88132 0.72928 0.079 0.345 -0.432 0.434
H 2.39232 1.68029 0.46788 0.022 -0.145 -0.229 0.396
C -1.99938 -1.44337 -1.84058 1.495 0.146 -0.366 -0.964
C -0.65969 -0.97151 -2.49526 0.468 -0.534 0.723 -0.062
C -0.60318 0.42466 -3.07072 -0.633 0.031 -1.834 -1.100
H -2.16515 -2.43346 -2.23920 -0.824 -0.052 -0.481 0.281
H -2.75522 -0.70351 -2.07313 -0.548 -0.307 0.262 0.332
H -1.87474 -1.67785 -0.78932 -0.174 0.715 0.398 0.229
H 0.13712 -0.95578 -1.74252 -0.037 -0.587 -0.051 0.082
H -0.44340 -1.75834 -3.22305 0.460 0.452 -0.166 0.347
H -1.39245 0.57228 -3.83557 -0.587 0.337 1.082 0.364
H -0.53080 1.16819 -2.28046 -0.458 0.246 -0.209 0.145
H 0.18824 0.62036 -3.80126 0.867 -0.432 0.699 0.345
```
Forces are in eV/Å.

Values from the calculation:
2S+1: 1
HOMO, eV: -8.36
E, eV: -12675.42663
Energy above the lowest of the compared OMol25 structures with the same formula, charge and spin, kcal per mole: 53.0
Molar mass, g mol⁻¹: 152.24


The following is a DFT calculation (ωB97M-V with the def2-TZVPD basis set) of a cluster of 2 separate species, C2HN2OP in total in a non-equilibrium geometry.

Geometry as XYZ:
```
7
Properties=species:S:1:pos:R:3:forces:R:3:mulliken_charge:R:1
C -0.62135 1.19856 0.08803 -0.446 1.146 0.296 0.360
C -1.32023 -1.30610 0.05265 -0.131 -0.234 0.228 0.286
N -0.73397 2.21110 0.63866 0.259 -0.432 0.011 -0.286
N -1.75331 -2.11747 0.76167 0.412 0.695 -0.708 -0.272
O 2.29335 -0.26296 0.04573 -0.637 0.659 -1.035 -0.524
P -0.77326 -0.04471 -1.10772 1.474 -1.157 0.725 0.133
H 2.90877 0.32157 -0.47902 -0.931 -0.675 0.482 0.303
```
Forces are in eV/Å.

Values from the calculation:
2S+1: 1
HOMO (alpha / beta), eV: -9.59 / -9.58
E, eV: -16400.31086
Energy above the lowest of the compared OMol25 structures with the same formula, charge and spin, kcal per mole: 119.8
Molar mass, g mol⁻¹: 100.02


What is the E in the third record?
-12675.42663 eV


What is the formula in the fourth record?
C2HN2OP


What is the formula in the fourth record?
C2HN2OP